Run i
A molecular structure, C5H8N2OS. Source: the OMol25 dataset; level of theory: ωB97M-V with the def2-TZVPD basis set.

```
! wB97M-V def2-TZVPD RIJCOSX def2/J DEFGRID3
* xyz 0 1
N -1.314 -1.303 -1.815
N -1.423 -1.459 0.724
O -0.081 2.015 0.704
S -2.405 -1.887 -0.591
C -0.330 -0.740 -1.219
C -0.383 -0.852 0.248
C 0.750 -0.096 -2.019
C 0.060 1.060 1.773
C 0.603 -0.273 1.217
H -0.867 1.865 0.144
H 0.961 0.927 -1.600
H 1.697 -0.658 -2.000
H 0.448 0.062 -3.067
H -0.850 0.946 2.308
H 0.759 1.457 2.497
H 1.542 -0.078 0.678
H 0.833 -0.987 2.018
*
```

Gap between HOMO and LUMO   9.91 eV
E_LUMO   0.48 eV
HOMO level   -9.4 eV

How positive or negative is each atom? The Mulliken charges in e answer that:
1. N -0.64
2. N -0.61
3. O -0.55
4. S 0.11
5. C 0.99
6. C 0.36
7. C -1.17
8. C -0.56
9. C -0.46
10. H 0.34
11. H 0.28
12. H 0.29
13. H 0.35
14. H 0.33
15. H 0.35
16. H 0.23
17. H 0.35

Run ii
2 unconnected molecules or ions with the total composition C5H8N2OS. Source: the OMol25 dataset; level of theory: ωB97M-V with the def2-TZVPD basis set.

```
! wB97M-V def2-TZVPD RIJCOSX def2/J DEFGRID3
* xyz 0 1
C 1.190 0.702 -1.135
C 2.293 0.440 -0.184
C 0.515 1.061 0.825
C -1.404 -1.059 0.464
C -1.695 -1.673 -0.668
N 0.128 1.093 -0.543
N 1.654 0.551 1.100
O -2.469 -1.244 -1.676
S -0.635 1.538 2.068
H 1.225 0.839 -2.266
H 3.152 1.030 -0.296
H -1.760 -0.103 0.614
H -0.752 -1.503 1.197
H 2.676 -0.590 -0.308
H -1.381 -2.727 -0.923
H -2.732 -0.260 -1.460
H -0.006 1.905 3.190
*
```

Gap between HOMO and LUMO   9.17 eV
E_LUMO   0.36 eV
SMILES string   SC1=NCC=N1.C=CO
HOMO level   -8.8 eV

How positive or negative is each atom? The Mulliken charges in e answer that:
1. C 0.03
2. C -0.43
3. C 0.31
4. C -0.74
5. C 0.09
6. N -0.34
7. N -0.43
8. O -0.52
9. S -0.25
10. H 0.36
11. H 0.32
12. H 0.29
13. H 0.25
14. H 0.24
15. H 0.31
16. H 0.33
17. H 0.17

Verdict on stability: run ii comes out at the bottom.

Run i
C4H12NO in the gas phase. Source: the OMol25 dataset; level of theory: ωB97M-V with the def2-TZVPD basis set.

```
! wB97M-V def2-TZVPD RIJCOSX def2/J DEFGRID3
* xyz 0 2
C 0.843 0.646 -0.522
O 2.153 0.647 0.062
C 0.050 -0.559 0.002
C -1.483 -0.548 -0.205
C -2.020 0.697 -0.893
N 0.452 -0.819 1.433
H 0.935 0.548 -1.597
H 0.414 1.599 -0.210
H 2.762 0.127 -0.473
H 0.509 -1.426 -0.504
H -1.916 -0.689 0.790
H -1.723 -1.454 -0.770
H -1.376 0.986 -1.717
H -2.102 1.527 -0.190
H -3.017 0.521 -1.295
H -0.297 -0.578 2.097
H 0.691 -1.877 1.547
H 1.303 -0.275 1.635
*
```

Gap between HOMO and LUMO (spin up / spin down)   4.26 / 11.71 eV
E_LUMO (spin up / spin down)   0.88 / 0.61 eV
HOMO level (spin up / spin down)   -3.4 / -11.1 eV
Expectation value of S²   0.751

How positive or negative is each atom? The Mulliken charges in e answer that:
1. C -1.02
2. O -0.25
3. C -0.35
4. C -0.36
5. C -1.26
6. N -1.43
7. H 0.25
8. H 0.29
9. H 0.33
10. H 0.11
11. H 0.35
12. H 0.35
13. H 0.33
14. H 0.33
15. H 0.40
16. H 0.63
17. H 0.99
18. H 0.33

Run ii
2 unconnected molecules or ions with the total composition C4H12NO. Source: the OMol25 dataset; level of theory: ωB97M-V with the def2-TZVPD basis set.

```
! wB97M-V def2-TZVPD RIJCOSX def2/J DEFGRID3
* xyz 0 2
O -0.785 0.496 -1.516
C -0.534 1.912 -1.345
C -0.534 2.168 0.169
N 0.040 0.947 0.773
C 1.215 -1.956 0.045
C -0.046 -2.311 0.789
H -0.464 0.233 -0.513
H -1.333 2.457 -1.886
H 0.419 2.118 -1.766
H -1.577 2.397 0.519
H 0.037 3.043 0.404
H 1.237 -2.321 -1.020
H 0.178 1.117 1.794
H 1.371 -0.833 0.067
H 2.040 -2.405 0.509
H -0.108 -1.809 1.790
H -0.213 -3.349 0.916
H -0.942 -1.906 0.271
*
```

Gap between HOMO and LUMO (spin up / spin down)   10.51 / 8.30 eV
E_LUMO (spin up / spin down)   0.86 / -1.36 eV
HOMO level (spin up / spin down)   -9.7 / -9.7 eV
Expectation value of S²   0.754

How positive or negative is each atom? The Mulliken charges in e answer that:
1. O -0.56
2. C -0.38
3. C -0.45
4. N -0.41
5. C -0.72
6. C -0.82
7. H 0.35
8. H 0.29
9. H 0.24
10. H 0.27
11. H 0.38
12. H 0.21
13. H 0.22
14. H 0.20
15. H 0.36
16. H 0.20
17. H 0.37
18. H 0.26

Verdict on stability: run i comes out at the bottom.

Run i
A gas-phase ion, C4H9FNOS (charge +1). Source: the OMol25 dataset; level of theory: ωB97M-V with the def2-TZVPD basis set.

```
! wB97M-V def2-TZVPD RIJCOSX def2/J DEFGRID3
* xyz 1 1
C -1.232 0.012 0.280
C 1.148 -0.040 0.333
C -0.758 0.070 -1.198
C 0.641 -0.602 -0.975
N -0.060 0.484 1.023
O -0.659 1.438 -1.539
F 1.646 -0.057 -2.134
S 0.584 -2.398 -0.963
H -2.129 0.800 0.336
H -1.648 -1.049 0.606
H 1.503 -0.759 0.988
H 1.915 0.787 0.115
H -1.434 -0.417 -1.855
H -0.073 1.546 0.967
H 0.005 0.180 2.020
H -0.670 1.618 -2.570
H 1.954 -2.429 -1.291
*
```

Gap between HOMO and LUMO   10.14 eV
E_LUMO   -3.65 eV
SMILES string   O[C@@H]1C[NH2+]C[C@@]1(F)S
HOMO level   -13.8 eV

How positive or negative is each atom? The Mulliken charges in e answer that:
1. C -0.75
2. C -1.04
3. C -0.50
4. C 1.01
5. N -0.08
6. O -0.57
7. F -0.38
8. S -0.19
9. H 0.36
10. H 0.37
11. H 0.44
12. H 0.33
13. H 0.60
14. H 0.42
15. H 0.37
16. H 0.38
17. H 0.23

Run ii
2 unconnected molecules or ions with the total composition C4H9FNOS. Source: the OMol25 dataset; level of theory: ωB97M-V with the def2-TZVPD basis set.

```
! wB97M-V def2-TZVPD RIJCOSX def2/J DEFGRID3
* xyz 1 1
C -0.468 0.531 -0.988
C 1.191 -0.069 0.571
C -1.185 -0.381 0.036
C -0.132 -0.444 1.112
N 0.974 -0.063 -0.920
O -1.329 -1.557 -0.644
F -0.350 -1.478 1.933
S -0.702 1.552 2.402
H -0.659 0.362 -2.036
H -0.247 1.558 -0.885
H 1.514 0.788 1.109
H 2.033 -0.926 0.766
H -2.125 0.178 0.152
H 0.893 -0.897 -1.349
H 1.525 0.590 -1.372
H -2.061 -2.205 -0.383
H -0.265 0.752 3.409
*
```

Gap between HOMO and LUMO   8.37 eV
E_LUMO   -4.69 eV
HOMO level   -13.1 eV

How positive or negative is each atom? The Mulliken charges in e answer that:
1. C -0.74
2. C -0.58
3. C -0.10
4. C 0.30
5. N -0.13
6. O -0.54
7. F -0.26
8. S -0.15
9. H 0.44
10. H 0.42
11. H 0.33
12. H 0.38
13. H 0.44
14. H 0.35
15. H 0.29
16. H 0.37
17. H 0.20

Verdict on stability: run ii comes out at the bottom.